Record 1
ORCA calculation (ωB97M-V/def2-TZVPD) on C26H44BeBrNOP2 as an isolated structure in a non-equilibrium geometry.

The geometry in XYZ format:
```
76
Properties=species:S:1:pos:R:3
C -1.37 -4.40 2.00
C 0.54 -2.72 -0.67
H 5.21 -2.46 -2.39
H 4.62 -2.74 3.99
H -3.48 2.18 0.31
H -2.36 -4.13 2.39
C -5.43 3.35 -4.01
C 0.09 1.15 3.68
O -0.28 0.03 2.79
H 4.31 -0.37 -1.42
H -1.04 1.17 -3.10
C 4.99 1.10 1.13
C -4.18 3.20 -1.81
H 6.33 1.59 -0.50
H 4.84 1.33 2.19
H 0.63 -3.59 1.94
C -3.32 2.22 -2.25
C 0.02 1.29 -1.16
H 5.26 -3.27 -0.78
H -5.02 2.40 -4.38
C -0.19 1.41 0.21
C -2.27 -2.10 0.05
H -2.98 -1.01 1.85
C -5.12 3.85 -2.71
H -7.08 6.66 -3.00
H 0.63 -3.79 -0.41
H -2.41 -3.14 -0.28
H 3.18 -1.07 2.51
C -2.33 1.68 -1.42
H -3.75 -2.58 1.57
C -6.59 5.72 -3.25
H 6.29 2.77 0.84
Br 2.24 0.45 0.79
H -6.53 3.71 -5.84
H -4.08 3.68 -0.81
H -0.48 -2.67 2.95
H 0.91 -2.91 -2.76
C 6.28 1.70 0.59
C 4.33 -1.27 -0.77
H 6.38 -1.93 -1.15
H -5.56 5.56 -1.39
C -6.30 4.09 -4.84
H -0.81 -3.13 -2.33
C 5.36 -2.30 -1.30
H -0.80 1.78 3.81
H 7.16 1.22 1.04
C 0.09 -2.54 -2.12
Be 0.06 -0.05 1.15
H 1.03 1.19 -1.54
C -3.34 -1.70 1.08
C -0.41 -3.22 2.00
H 3.59 -2.59 1.76
C -1.10 1.29 -2.00
C 5.04 -1.98 3.31
C -1.34 1.93 0.77
H -3.23 2.04 -3.31
C -5.73 5.08 -2.36
H -0.97 -5.18 2.65
H 4.14 1.57 0.58
H 5.98 -2.37 2.92
H -0.11 -1.49 -2.38
H 0.38 0.73 4.66
C 4.03 -1.69 2.21
H -1.32 2.39 1.76
H 1.53 -2.27 -0.52
H 0.92 1.68 3.23
H -4.15 -1.19 0.55
C -2.48 1.89 -0.03
H -1.52 -4.85 1.01
H 5.25 -1.07 3.88
H -2.35 -1.47 -0.85
N -6.86 5.23 -4.45
H -0.51 -0.73 3.35
P -0.54 -2.00 0.62
P 4.74 -0.69 0.90
H 3.30 -1.66 -0.76
```

Values from the calculation:
HOMO-LUMO gap (alpha / beta) (eV): 6.16 / 5.79
E_LUMO (alpha / beta) (eV): -6.82 / -7.16
Net charge: +2

***

Record 2
ORCA calculation (ωB97M-V/def2-TZVPD) on a 12-piece molecular cluster, C48H128N8O14 overall in a non-equilibrium geometry.

The geometry in XYZ format:
```
198
Properties=species:S:1:pos:R:3
H 1.81 -4.51 4.87
C -2.51 2.90 -2.85
C -1.55 4.32 -6.05
C 6.34 -5.10 -7.31
H -0.68 -5.13 0.29
H 4.33 -6.27 -8.55
C 2.38 -8.42 -1.71
H 0.54 0.69 5.75
H 3.90 8.17 6.27
H 4.14 2.28 0.64
H 5.67 4.64 -1.22
C -2.65 -0.86 -3.66
H 2.66 -3.18 5.61
H 4.49 1.77 3.36
H 1.45 0.47 7.25
H 4.20 4.22 3.51
H 0.71 6.78 7.39
H 1.12 -0.90 6.28
H 1.60 -4.69 -1.63
N -4.28 -1.04 -1.86
H 2.09 6.79 8.53
H -1.75 -0.17 5.30
H 4.28 -6.56 -6.81
H 0.48 3.18 -2.73
C -5.59 3.26 0.71
H 1.99 -6.06 -7.80
H -2.15 -3.28 1.24
H 1.60 -8.67 -2.41
H -0.67 2.73 -4.92
C 1.50 -2.70 3.83
H -0.03 -1.58 -3.22
H 0.30 -4.99 -6.33
C -1.34 3.58 -4.73
H 0.43 1.26 3.30
C -4.95 -0.77 2.29
C 2.42 -3.63 4.64
H -4.24 -4.03 1.03
H -0.05 2.96 3.54
H -6.15 -2.08 -1.78
H 4.31 5.73 -1.64
H -1.92 3.68 -2.35
H -4.80 -2.95 -1.05
H 1.35 -5.60 0.72
C -3.50 -1.81 -2.85
C 2.31 -5.31 0.29
H 1.61 -0.83 2.72
H -2.00 2.44 -7.12
O -6.64 2.95 1.62
H 6.96 -4.25 -7.03
C -0.51 -1.12 0.01
H -1.31 1.67 3.54
C 2.97 -6.57 -0.28
H -3.26 0.00 -3.97
O 4.07 1.62 1.34
H 0.92 -3.43 -6.91
H 2.39 2.32 4.13
C -1.73 -5.31 0.51
H 3.59 4.35 1.88
H 1.62 4.21 5.09
H -1.34 -1.81 5.88
N -0.23 4.73 -6.57
H 3.14 0.90 -1.34
C 1.07 2.28 -2.52
H 2.94 -3.64 -0.98
H 1.00 1.01 0.93
H -3.10 4.44 0.18
H 1.01 -4.26 -3.97
C -2.26 -4.33 1.55
C 2.69 -5.29 -7.47
H 3.58 -5.42 1.93
H 0.27 3.93 -6.95
C 2.70 6.57 6.51
C -1.66 -0.64 -5.77
C 0.70 -3.59 -4.77
H -2.10 0.79 8.11
H 6.52 -5.90 -6.59
H -5.35 0.25 2.22
H -4.87 4.55 3.20
H -0.17 4.49 4.99
C 2.07 -4.25 -0.75
H -4.09 -3.94 2.79
H 1.42 -2.27 -2.51
O 3.86 3.98 -0.59
H -4.18 2.51 2.01
H -0.38 -3.46 -4.84
H -6.40 -2.17 0.60
O -2.15 -1.56 -4.79
H -2.01 1.97 -2.57
H -1.27 -1.87 -0.18
H 1.73 8.21 7.49
H 3.97 -4.29 0.92
H -3.51 2.97 -2.45
O -1.57 -4.54 2.78
H 0.71 -2.32 4.48
H -0.64 -4.23 2.71
C -0.67 -0.23 7.25
H -4.22 -2.31 -3.51
H 4.32 1.66 -2.13
N 2.38 -4.79 -6.13
O 0.93 -3.48 2.77
C -1.61 -0.80 6.18
H -4.02 -0.75 2.85
H 1.43 -0.72 -3.39
C 2.50 2.66 -2.22
H 6.63 -5.51 -8.29
C -2.31 3.49 -7.07
H 3.24 -7.23 0.56
H -0.63 -0.95 8.07
O 2.04 -7.19 -1.14
H -5.51 2.42 0.01
H 3.37 -3.91 4.19
H 1.71 -3.70 2.20
H -2.42 1.58 0.31
H -1.04 -1.14 -6.51
H -0.81 4.23 -4.04
C -4.27 3.43 1.41
H -3.07 0.10 0.56
H 0.60 1.81 -1.65
N 3.14 -4.71 1.35
H 3.34 -8.37 -2.24
O -0.48 2.27 1.73
H 3.87 -6.40 -0.88
C 4.62 4.69 -1.54
H -2.30 -5.21 -0.42
H 0.97 4.66 3.58
H -0.35 5.31 -7.39
H 2.83 6.10 4.41
H -5.84 4.13 0.09
H 2.99 -3.99 -5.99
H -1.84 -0.42 -3.06
H -4.55 5.56 1.84
C 1.73 7.12 7.56
H 2.92 -1.03 3.87
H -2.27 3.27 0.95
N -2.28 0.58 0.13
H -6.21 -0.52 0.02
C -3.74 -4.46 1.90
C 4.23 3.75 2.52
C -5.22 -1.95 -1.23
C 4.10 -5.80 -7.58
H 5.25 3.89 2.14
C -7.71 2.28 0.99
H 1.34 -3.50 -0.40
O 0.88 6.20 4.91
O 4.99 -4.72 -7.36
H -7.37 1.43 0.39
C -0.35 2.00 3.13
C 2.20 6.68 5.08
C 3.92 2.28 2.57
H 4.70 4.25 -2.54
N 4.02 7.20 6.58
C 2.57 3.56 -0.99
H -0.90 -0.06 -5.22
C 0.82 4.81 4.66
H -8.39 2.02 1.80
H 4.31 7.42 7.53
H -2.47 0.00 -6.10
H 2.83 5.49 6.67
C -5.68 -1.47 0.16
H -1.88 -6.33 0.87
H -2.03 5.29 -5.86
H 2.84 3.21 -3.10
H 2.24 7.75 4.83
H 1.77 2.57 2.46
C -0.06 1.27 0.83
C -1.05 0.09 0.77
N 3.33 1.46 -2.16
H 2.98 -1.97 2.41
H 2.28 0.95 3.07
H -2.21 3.88 -8.08
H -2.90 -2.55 -2.31
H 2.45 -9.25 -1.00
N -3.14 3.47 0.46
H -3.98 -5.52 2.01
H -5.72 -1.37 2.79
H 0.26 -1.66 0.57
H 1.94 4.46 -1.06
C 2.29 -1.57 3.15
H -2.61 -0.98 6.60
C 1.04 -1.74 -3.39
C 2.48 2.02 3.09
O -2.58 3.14 -4.24
H 2.55 -4.47 -8.19
O 1.35 -2.34 -4.61
H -1.31 -0.22 1.79
H -0.12 1.78 -0.14
C 1.04 -4.20 -6.13
H 0.97 1.66 -3.41
H -3.38 3.54 -6.83
O -4.57 -1.23 1.00
H -8.26 2.92 0.29
H -0.03 -0.82 -0.92
O -1.24 0.99 7.73
C 0.68 0.04 6.61
H -3.21 4.81 2.76
C -4.20 4.64 2.33
H -3.59 -0.76 -1.16
H 2.11 3.02 -0.16
```

Values from the calculation:
HOMO-LUMO gap (eV): 9.37
Energy above the lowest of the compared OMol25 structures with the same formula, charge and spin (kJ/mol): 17.3
SMILES: COC[C@H](C)N.COC[C@H](C)N.COC[C@H](C)N.COC[C@H](C)N.COC[C@H](C)N.COC[C@H](C)N.COCCNCCOC.COCCNCCOC.CC(C)O.CC(C)O.CC(C)O.CC(C)O
E_LUMO (eV): 0.61

***

Record 3
ORCA calculation (ωB97M-V/def2-TZVPD) on C5H9IS as an isolated structure in a non-equilibrium geometry.

The geometry in XYZ format:
```
16
Properties=species:S:1:pos:R:3
H -0.22 0.68 -2.31
H 0.96 2.04 -1.88
H -1.51 -0.06 2.10
C 0.90 0.30 -0.52
C 0.81 0.86 -1.89
S 0.13 -1.85 -0.64
I 2.91 0.11 0.13
H 1.51 0.38 -2.51
H -2.13 -1.13 -0.09
C -0.66 -0.36 1.49
H -1.26 -2.31 1.33
H 0.15 -0.87 2.17
H 0.47 1.46 1.37
C -1.14 -1.50 0.56
C -0.07 0.84 0.61
H -0.86 1.41 0.07
```

Values from the calculation:
HOMO-LUMO gap (eV): 8.63
Energy above the lowest of the compared OMol25 structures with the same formula, charge and spin (kJ/mol): 95.5
E_LUMO (eV): 0.25

***

Record 4
ORCA calculation (ωB97M-V/def2-TZVPD) on an isolated ion of composition C4H7N4S and charge +1 in a non-equilibrium geometry.

The geometry in XYZ format:
```
16
Properties=species:S:1:pos:R:3
H -2.44 1.28 0.60
H -2.51 1.05 -0.93
N 0.04 -1.64 0.15
C 4.08 0.23 0.05
C 1.69 0.15 -0.03
N 3.51 1.40 0.11
H 1.50 2.17 -0.11
H 5.14 -0.10 0.14
C 2.20 1.38 -0.04
N -0.61 0.68 -0.13
S 2.93 -1.08 -0.01
C 0.21 -0.31 -0.03
H 0.85 -2.22 -0.01
H -2.45 -0.31 0.09
N -2.07 0.69 -0.12
H -0.74 -2.15 -0.16
```

Values from the calculation:
HOMO-LUMO gap (eV): 9.08
Energy above the lowest of the compared OMol25 structures with the same formula, charge and spin (kJ/mol): 35.2
SMILES: N/C(=N\[NH3+])c1cncs1
E_LUMO (eV): -3.93
Net charge: +1

***

Record 5
ORCA calculation (ωB97M-V/def2-TZVPD) on a 2-piece molecular cluster, H2I2O2P overall in a non-equilibrium geometry.

The geometry in XYZ format:
```
7
Properties=species:S:1:pos:R:3
P 3.07 -1.04 -0.71
O 4.37 -1.35 -1.22
O 0.21 0.04 -0.11
H -0.21 0.87 -0.37
I 1.23 -2.20 -1.75
H -0.38 -0.34 0.54
I 2.95 0.53 1.10
```

Values from the calculation:
HOMO-LUMO gap (eV): 7.37
Energy above the lowest of the compared OMol25 structures with the same formula, charge and spin (kJ/mol): 251.3
E_LUMO (eV): -7.20
Net charge: +1

***

Record 6
ORCA calculation (ωB97M-V/def2-TZVPD) on a single C2H6S2 molecule in a non-equilibrium geometry.

The geometry in XYZ format:
```
10
Properties=species:S:1:pos:R:3
S 0.20 -0.10 0.93
H 2.40 -0.05 0.09
C -2.62 0.28 0.52
H -1.19 -1.00 -0.60
H -1.00 0.75 -0.95
H -2.62 1.24 1.01
H -3.57 0.31 -0.15
H -2.91 -0.46 1.35
S 1.81 -0.05 -1.08
C -1.26 -0.01 -0.22
```

Values from the calculation:
HOMO-LUMO gap (eV): 7.19
Energy above the lowest of the compared OMol25 structures with the same formula, charge and spin (kJ/mol): 192.4
SMILES: CCSS
E_LUMO (eV): -1.71

***

Record 7
ORCA calculation (ωB97M-V/def2-TZVPD) on a single C5H8OS2 molecule in a non-equilibrium geometry.

The geometry in XYZ format:
```
16
Properties=species:S:1:pos:R:3
C -1.75 -0.28 0.02
H 0.85 -1.83 0.76
H -0.45 1.70 -1.53
C 0.56 -0.95 0.19
H 0.89 0.05 -1.64
C 1.41 -0.72 -1.02
S -3.33 -0.44 -0.25
C -0.95 0.91 0.68
H 1.45 -1.64 -1.65
H 2.49 -0.38 -0.76
H 1.26 1.03 1.06
H 0.33 -0.10 2.19
H -1.60 1.28 1.45
O -0.82 -1.26 -0.19
S -0.76 2.37 -0.41
C 0.41 0.28 1.10
```

Values from the calculation:
HOMO-LUMO gap (eV): 9.17
Energy above the lowest of the compared OMol25 structures with the same formula, charge and spin (kJ/mol): 64.6
SMILES: C[C@H]1C[C@@H](S)C(=S)O1
E_LUMO (eV): 0.32

***

Record 8
ORCA calculation (ωB97M-V/def2-TZVPD) on C32H51F3InN6O4PS2Si as an isolated structure.

The geometry in XYZ format:
```
101
Properties=species:S:1:pos:R:3
H -0.67 4.84 -4.30
C 3.19 4.75 -3.25
H -4.92 5.29 -4.17
F 4.52 1.41 -1.78
C 2.20 -1.52 -4.20
H -4.01 -2.96 4.10
C -2.17 2.36 3.04
H -2.48 4.24 4.07
H -0.64 3.10 5.22
H 2.93 2.97 2.14
H 1.46 -3.63 0.18
S -1.55 -3.05 0.08
C 1.06 -1.89 -5.15
H 0.98 -1.94 1.93
N -3.40 -0.36 -1.03
H -3.07 2.04 -2.10
H 2.82 3.64 -6.42
H -1.33 0.80 1.96
H 1.81 -2.92 3.14
H 3.11 -1.28 -4.74
H -2.70 6.07 -4.94
N 0.44 -0.38 -2.79
C -4.03 4.75 -3.89
C -2.78 5.18 -4.32
H 0.62 2.90 -0.28
C 3.44 4.60 -4.61
C 3.75 -0.23 -0.22
H -3.92 -5.35 2.19
H -1.07 -1.77 -2.41
H 0.88 -1.05 -5.82
H 1.36 -2.73 -5.78
H -3.03 2.41 2.38
H 2.97 -3.08 0.93
C 4.10 1.26 -0.52
H 3.82 5.40 -2.65
H -2.46 1.78 3.92
F 5.08 1.72 0.28
H -5.42 -3.93 3.63
H -2.93 -0.42 0.95
H 2.27 -4.66 1.38
In 0.40 0.15 -0.05
C 1.24 -2.96 2.21
N -1.09 1.72 2.32
H -4.11 -4.66 4.57
Si -0.18 2.37 -2.61
H -1.07 2.37 -0.35
H 3.07 0.51 1.93
H 0.95 2.45 -5.37
H -0.44 0.64 -4.45
H 0.54 -2.41 -2.33
H 2.54 -0.16 -2.56
C -1.71 3.74 3.46
H -0.41 -3.29 -4.35
N 0.56 2.86 3.51
H 2.14 3.99 4.23
C -0.08 2.22 -0.78
C -2.97 2.92 -2.73
C 1.92 2.94 4.03
H 1.95 4.20 -1.60
F 3.05 2.09 -0.35
H -5.08 3.26 -2.75
H -2.45 -0.39 -1.39
H -1.08 -1.75 -4.83
C 2.63 3.76 -5.36
H -0.01 4.57 4.50
C -0.45 0.64 -3.34
H 3.90 2.32 3.47
C -0.44 3.59 4.27
C 1.58 3.09 -4.76
C -0.22 -2.22 -4.36
H -3.64 -1.34 -0.92
C -1.64 4.49 -3.95
C 2.04 -3.63 1.11
H -4.22 0.53 0.55
C -4.34 -3.94 3.78
C 2.13 4.08 -2.66
H -1.52 4.36 2.58
C 2.42 0.96 2.67
C -4.12 3.61 -3.09
H 1.86 0.59 -3.99
H 2.43 -2.36 -3.55
O -2.23 -4.33 2.66
N -3.29 0.25 0.27
O 0.05 -3.72 2.49
N 1.05 0.96 2.17
C 2.90 2.35 3.03
C -0.10 -1.74 -2.91
O 2.52 -0.52 -0.25
C -1.71 3.34 -3.16
H -3.92 -3.67 1.67
C 1.31 3.23 -3.40
C -3.65 -4.33 2.49
H 4.27 5.12 -5.07
P -1.37 -3.12 2.04
C 0.21 1.81 2.68
S -1.75 -1.42 3.00
H 2.48 0.31 3.55
C 1.81 -0.30 -3.36
O 4.71 -0.95 -0.02
H 1.99 2.41 4.99
H -1.48 0.39 -3.06
```

Values from the calculation:
HOMO-LUMO gap (alpha / beta) (eV): 5.93 / 7.05
Multiplicity: 2
Energy above the lowest of the compared OMol25 structures with the same formula, charge and spin (kJ/mol): 0.0
E_LUMO (alpha / beta) (eV): 2.30 / 2.22
Net charge: -1

***

Record 9
ORCA calculation (ωB97M-V/def2-TZVPD) on a single C7H10N3OP molecule in a non-equilibrium geometry.

The geometry in XYZ format:
```
22
Properties=species:S:1:pos:R:3
H 2.22 -2.42 -1.43
P -1.63 0.48 -0.42
H 3.48 1.65 1.57
N -0.08 -0.36 -0.44
H -0.59 2.15 0.97
N 2.16 -0.49 -0.42
H -3.50 -0.97 -1.23
H -2.36 2.06 1.09
C -2.99 -0.72 -0.23
C 3.30 -0.02 0.24
C 2.82 1.02 0.95
C 0.34 -1.53 -1.10
C 1.68 -1.61 -1.08
N 1.44 1.14 0.89
O -1.76 1.34 -1.61
C 1.07 0.23 0.01
C -1.57 1.46 1.09
H -3.63 -0.31 0.43
H -1.59 0.94 2.04
H -0.46 -2.17 -1.48
H 4.35 -0.31 -0.03
H -2.69 -1.58 0.18
```

Values from the calculation:
HOMO-LUMO gap (alpha / beta) (eV): 5.27 / 6.65
Multiplicity: 3
Energy above the lowest of the compared OMol25 structures with the same formula, charge and spin (kJ/mol): 0.0
E_LUMO (alpha / beta) (eV): 0.80 / -2.01

***

Number 1: electronic energy -120218.935 eV. Number 2: electronic energy -92431.347 eV. Number 3: electronic energy -24265.172 eV. Number 4: electronic energy -21048.245 eV. Number 5: electronic energy -29609.721 eV. Number 6: electronic energy -23839.819 eV. Number 7: electronic energy -29032.012 eV. Number 8: electronic energy -103312.172 eV. Number 9: electronic energy -23223.388 eV.